The following is a DFT calculation (ωB97M-V with the def2-TZVPD basis set) of C19H12AgBClF4N2O2 as an isolated structure.

## Properties
LUMO level (eV): 2.4
Charge: -1
Relative energy (zero: lowest compared OMol25 entry of this formula, charge and spin) (kcal per mole): 0.83
DFT total energy (Ha): -2023.08127

```
42
Properties=species:S:1:pos:R:3:forces:R:3:mulliken_charge:R:1
Ag -0.197084 -0.016806 -0.235521 0.0497 0.1229 0.0211 0.5781
Cl -4.813696 2.977586 -5.352571 -0.0050 0.0045 -0.0038 -0.2744
C -3.731334 2.645516 -4.014517 -0.0051 0.0006 -0.0125 0.2005
C -3.929130 3.303338 -2.787016 0.0027 -0.0039 -0.0075 -0.4245
C -3.099694 3.055869 -1.734201 0.0002 -0.0171 0.0124 -0.5410
C -1.995901 2.130625 -1.809289 0.0317 0.0514 -0.0090 0.2853
O -1.260362 1.948214 -0.799491 -0.0245 -0.0670 -0.0169 -0.7486
C -1.820288 1.489135 -3.087875 0.0000 -0.0029 0.0405 0.8718
C -0.761531 0.554962 -3.381523 0.0424 0.0249 -0.0490 -0.1412
O 0.165764 0.189381 -2.670088 -0.0553 -0.0622 0.0201 -0.5642
C -2.703843 1.761588 -4.152259 0.0021 -0.0043 0.0072 -0.7636
H -4.749064 4.004147 -2.688893 -0.0039 0.0051 0.0009 0.3714
H -3.247927 3.553351 -0.784129 -0.0025 -0.0005 0.0069 0.3711
H -0.820666 0.141471 -4.411583 0.0061 0.0064 0.0051 0.2427
H -2.550172 1.254939 -5.098562 0.0004 -0.0042 -0.0088 0.2945
C 3.311371 -3.032752 0.147734 0.0053 0.0116 0.0195 -0.6838
C 2.423668 -2.054161 -0.315756 0.0191 0.0123 0.0037 -0.3637
N 1.750991 -1.258313 0.485236 -0.0139 0.0113 -0.0476 -0.3610
C 1.904421 -1.391559 1.813061 -0.0544 -0.0062 0.0235 -0.3626
C 2.773565 -2.335865 2.375636 0.0034 -0.0072 0.0092 1.8118
C 3.487231 -3.166370 1.499988 -0.0092 0.0039 -0.0136 -0.6922
C 2.867814 -2.465916 3.802254 -0.0015 -0.0030 -0.0017 -1.0063
C 2.116098 -1.702826 4.617597 -0.0068 0.0115 -0.0141 -0.9345
C 1.206456 -0.729863 4.081338 0.0038 -0.0057 -0.0023 1.7459
C 0.385005 0.063502 4.897099 -0.0031 0.0010 -0.0078 -0.7486
C -0.474668 0.961617 4.322633 0.0140 -0.0083 -0.0007 -0.6573
C -0.501818 1.060845 2.925462 -0.0068 -0.0559 0.0092 -0.3674
N 0.259677 0.330074 2.143921 -0.0228 0.0052 -0.0116 -0.3718
C 1.099774 -0.560379 2.694442 0.0165 0.0060 -0.0083 0.0435
H 3.829637 -3.668314 -0.556566 0.0046 -0.0053 -0.0066 0.3842
H 2.252628 -1.918399 -1.377770 -0.0067 0.0026 -0.0065 0.4723
H 4.153052 -3.919007 1.905704 0.0076 -0.0048 0.0019 0.3792
H 3.539917 -3.213415 4.206078 0.0107 -0.0050 0.0043 0.3459
H 2.170549 -1.818383 5.693326 0.0020 -0.0021 0.0097 0.3565
H 0.432901 -0.054582 5.973241 -0.0022 -0.0027 0.0081 0.3819
H -1.131812 1.577614 4.920624 -0.0042 -0.0012 0.0020 0.3911
H -1.172615 1.750381 2.425948 -0.0069 0.0144 -0.0093 0.4837
F -0.120855 -3.236930 1.832156 0.1296 -0.0186 -0.0535 -0.2891
B -1.465686 -2.854189 1.654816 -0.0886 0.0105 -0.0415 0.3767
F -1.894732 -2.156826 2.793471 -0.0256 0.0490 0.0883 -0.4118
F -2.246272 -3.985698 1.423253 -0.0808 -0.0013 0.0401 -0.3579
F -1.564524 -1.981826 0.526927 0.0781 -0.0658 -0.0013 -0.3227
```
Positions in Å, forces in eV/Å.